{
  "formula": "C7H14N2O",
  "method": "the ωB97M-V functional and the def2-TZVPD basis",
  "symbols": ["H", "N", "C", "O", "C", "C", "C", "C", "C", "C", "N", "H", "H", "H", "H", "H", "H", "H", "H", "H", "H", "H", "H", "H"],
  "coordinates": [[3.960, 1.018, -0.550], [3.194, 0.399, -1.200], [2.296, 1.274, -1.291], [2.863, 2.468, -0.463], [0.811, 1.152, -1.185], [0.314, -0.192, -0.683], [-0.965, -0.159, 0.141], [-1.554, -1.530, 0.430], [-0.632, -2.460, 1.215], [-1.910, 0.984, 0.114], [-0.967, 0.829, 1.226], [2.147, 2.811, 0.094], [0.377, 1.386, -2.170], [0.452, 2.007, -0.589], [1.079, -0.695, -0.074], [0.173, -0.863, -1.543], [-1.825, -1.997, -0.530], [-2.495, -1.399, 0.986], [0.270, -2.715, 0.642], [-0.315, -1.994, 2.160], [-1.147, -3.401, 1.453], [-1.729, 1.842, -0.538], [-2.966, 0.778, 0.304], [-1.433, 0.459, 2.051]],
  "relative_energy_kj_mol": 280.22,
  "multiplicity": 1,
  "orbital_gap_ev": 10.57,
  "smiles": "[H]/N=C(\\O)CC[C@]1(CC)CN1",
  "charge": 0,
  "e_homo_ha": -0.3585
}